[1]
Entry from the Open Molecules 2025 dataset: a molecular structure, C26H43Cl3O2P2Yb (ωB97M-V/def2-TZVPD).

Calculated values
**Molar mass**: 728.975 g mol⁻¹
**ΔE to the lowest compared entry with this formula, charge and spin**: 1.217 eV
**Gap between HOMO and LUMO (spin up / spin down)**: 5.2628 / 4.0747 eV
**<S²>**: 0.76
**HOMO (spin up / spin down)**: -9.42 / -9.42 eV
**Net charge**: +1
**Spin multiplicity**: 2

```
77
Properties=species:S:1:pos:R:3:mulliken_charge:R:1
Yb 2.155 0.397 0.133 1.2443
C -0.248 -0.107 2.371 0.1359
C -1.046 -0.915 1.526 1.1277
C 1.107 -1.646 1.346 0.3824
C 1.078 -0.596 2.292 0.5643
C -0.204 -1.839 0.867 0.4919
C -0.767 0.868 3.346 -1.6455
H -1.622 1.426 2.942 0.3178
H 0.008 1.592 3.629 0.3076
H -1.111 0.376 4.275 0.3194
C 2.263 -0.229 3.099 -0.8900
H 2.202 0.824 3.420 0.3872
H 3.206 -0.386 2.538 0.2359
H 2.320 -0.862 4.004 0.3751
C 2.351 -2.356 0.925 -1.2779
H 2.708 -3.067 1.694 0.3195
H 3.221 -1.670 0.737 0.2167
H 2.187 -2.932 0.003 0.3958
C -0.658 -2.998 0.067 -1.6111
H -0.924 -3.839 0.732 0.3413
H 0.126 -3.362 -0.611 0.4013
H -1.545 -2.763 -0.534 0.2692
C -2.514 -1.008 1.554 -1.7427
H -2.834 -1.864 2.174 0.3658
H -2.943 -1.165 0.555 0.3311
H -2.977 -0.117 1.995 0.3986
C -0.773 2.554 -1.517 0.3662
C -1.813 2.426 -0.682 -0.7653
C -3.120 1.720 -0.889 -0.5205
C -3.192 0.882 -2.186 -1.1770
C -2.243 -0.290 -2.167 -0.4218
C -0.972 -0.373 -2.572 -0.4379
C -0.090 0.702 -3.112 0.6084
C -0.636 2.142 -2.958 -0.3230
H -3.951 2.448 -0.863 0.5359
H -3.079 1.540 -3.056 0.2487
H -3.312 1.055 -0.027 0.0768
H -1.567 2.268 -3.521 0.0417
H 0.144 3.024 -1.116 0.1955
H -1.717 2.883 0.312 -0.0839
H 0.075 2.847 -3.433 0.2088
H 0.921 0.668 -2.636 -0.1643
H -0.488 -1.356 -2.533 0.6134
H 0.124 0.510 -4.187 -0.2759
H -4.216 0.470 -2.245 0.5161
H -2.726 -1.212 -1.795 0.5563
P 0.106 1.086 -6.955 0.5171
P 0.872 -1.465 -8.382 0.1652
C -0.073 1.133 -8.844 -0.8710
C 0.798 0.053 -9.487 -0.9564
H 0.217 2.134 -9.194 0.4361
H -1.139 0.981 -9.088 0.4210
H 0.419 -0.248 -10.475 0.5192
H 1.839 0.399 -9.603 0.4084
C 2.041 -2.415 -9.445 -1.1268
H 2.103 -3.437 -9.057 0.3781
H 3.029 -1.949 -9.369 0.3513
H 1.717 -2.428 -10.492 0.3065
C -0.692 -2.249 -8.990 -1.1153
H -0.763 -2.216 -10.083 0.3504
H -1.561 -1.750 -8.549 0.2730
H -0.694 -3.293 -8.655 0.3839
C 1.044 2.664 -6.764 -1.1985
H 1.086 2.920 -5.696 0.2380
H 0.569 3.478 -7.331 0.3675
H 2.070 2.506 -7.129 0.3396
C -1.605 1.649 -6.572 -0.3692
H -2.308 0.872 -6.910 0.3530
H -1.831 2.601 -7.077 0.4131
H -1.704 1.764 -5.484 -0.3918
Cl 1.923 5.696 2.958 -0.0992
C 1.241 4.531 1.795 0.5566
Cl -0.537 4.477 2.002 -0.1258
Cl 1.596 5.074 0.142 -0.1301
C 1.792 3.081 2.036 0.3779
O 1.844 2.732 3.223 -0.7077
O 2.073 2.326 1.003 -0.6235
```

=====

[2]
Entry from the Open Molecules 2025 dataset: 6 unconnected molecules or ions with the total composition C26H43F3O17 (ωB97M-V/def2-TZVPD).

Calculated values
**Molar mass**: 684.607 g mol⁻¹
**ΔE to the lowest compared entry with this formula, charge and spin**: 1.688 eV
**Gap between HOMO and LUMO**: 9.3650 eV
**HOMO**: -9.22 eV
**SMILES**: CCOC(=O)C(F)(F)F.C[C@H]1COC(=O)O1.C[C@H]1COC(=O)O1.C[C@H]1COC(=O)O1.C[C@H]1COC(=O)O1.COCCOCCOC

```
89
Properties=species:S:1:pos:R:3:mulliken_charge:R:1
C -5.427 12.920 4.000 -0.4308
O -6.793 13.104 3.602 -0.3558
C -7.603 11.982 3.512 -0.5709
C -7.514 11.337 2.128 -0.6706
O -6.229 10.774 2.095 -0.2677
C -5.603 10.956 0.905 -0.5641
C -4.292 10.212 0.956 -0.6255
O -3.291 10.795 1.719 -0.2863
C -2.172 9.924 1.930 -0.7196
H -4.920 12.163 3.401 0.0699
H -5.376 12.490 5.000 0.3164
H -4.858 13.845 3.913 0.2411
H -8.657 12.232 3.628 0.4093
H -7.337 11.194 4.216 0.3175
H -7.868 12.152 1.496 0.3698
H -8.315 10.610 1.997 0.4000
H -5.429 12.021 0.748 0.3416
H -6.259 10.621 0.102 0.4955
H -3.915 10.079 -0.058 0.3562
H -4.483 9.257 1.446 0.3149
H -2.614 8.953 2.155 0.3347
H -1.567 10.298 2.756 0.2368
H -1.593 9.702 1.034 0.2876
C -0.908 -0.127 -0.889 -1.0211
C -0.047 -0.717 -1.992 -0.3347
O -0.439 -2.065 -2.229 -0.2109
C -0.157 -2.841 -3.366 0.3541
O 0.281 -2.417 -4.435 -0.5149
C -0.576 -4.364 -3.238 0.8352
F -1.493 -4.672 -4.196 -0.2474
F 0.437 -5.148 -3.583 -0.2482
F -0.965 -4.760 -2.047 -0.2189
H -0.745 -0.747 -0.008 0.2971
H -1.924 -0.048 -1.275 0.2967
H -0.534 0.889 -0.756 0.3584
H 1.005 -0.807 -1.718 0.2994
H -0.017 -0.119 -2.902 0.3551
C -0.575 -3.898 8.598 -1.2044
C -1.690 -4.740 7.862 0.3000
C -1.677 -4.517 6.325 -0.4302
O -2.081 -5.824 5.937 -0.3481
C -1.774 -6.792 6.842 0.6813
O -1.823 -7.978 6.709 -0.5288
O -1.416 -6.187 7.975 -0.3483
H -0.830 -2.849 8.449 0.3585
H 0.338 -4.102 8.039 0.3223
H -0.480 -3.993 9.680 0.3346
H -2.715 -4.504 8.147 0.2945
H -0.698 -4.442 5.852 0.3063
H -2.442 -3.828 5.968 0.2622
C -5.304 -7.990 -12.233 -1.3995
C -4.679 -7.863 -13.576 0.7658
C -3.691 -8.986 -13.715 -0.6562
O -4.053 -9.785 -14.797 -0.3002
C -4.984 -9.286 -15.373 0.6854
O -5.395 -9.574 -16.447 -0.5863
O -5.501 -8.326 -14.655 -0.3836
H -5.878 -7.163 -11.815 0.3372
H -4.617 -8.231 -11.421 0.3614
H -6.009 -8.820 -12.192 0.3779
H -4.040 -6.988 -13.698 0.2427
H -3.530 -9.653 -12.868 0.2479
H -2.683 -8.696 -14.013 0.3074
C 7.063 -6.625 -0.764 -1.3571
C 7.063 -5.749 0.486 0.2731
C 5.773 -6.092 1.277 -0.4455
O 6.240 -6.801 2.450 -0.3220
C 7.597 -6.732 2.461 0.6724
O 8.341 -7.144 3.333 -0.5596
O 8.052 -6.212 1.348 -0.3482
H 8.107 -6.660 -1.075 0.3622
H 6.370 -6.226 -1.505 0.3661
H 6.822 -7.650 -0.479 0.3597
H 7.043 -4.664 0.382 0.3816
H 5.180 -6.775 0.668 0.3070
H 5.307 -5.109 1.352 0.3104
C 9.507 2.276 5.535 -1.2670
C 9.349 2.632 3.958 0.3425
C 9.516 1.458 2.972 -0.3608
O 8.221 1.341 2.439 -0.3300
C 7.484 2.377 2.682 0.7037
O 6.486 2.741 2.048 -0.5905
O 8.025 3.032 3.713 -0.3488
H 9.005 1.343 5.792 0.3238
H 9.346 2.968 6.362 0.3425
H 10.568 2.044 5.627 0.3624
H 10.069 3.374 3.611 0.2688
H 9.655 0.528 3.523 0.2675
H 10.233 1.660 2.176 0.2858
```

=====

[3]
Entry from the Open Molecules 2025 dataset: a molecular structure, C26H43F5P2Sn (ωB97M-V/def2-TZVPD).

Calculated values
**Molar mass**: 631.279 g mol⁻¹
**ΔE to the lowest compared entry with this formula, charge and spin**: 5.288 eV
**Gap between HOMO and LUMO (spin up / spin down)**: 4.1165 / 4.1159 eV
**HOMO (spin up / spin down)**: -11.53 / -11.53 eV
**Net charge**: +2

```
77
Properties=species:S:1:pos:R:3:mulliken_charge:R:1
Sn 0.988 -0.602 -0.036 0.2542
C -0.747 4.317 1.059 0.7467
C -0.661 4.204 -0.353 0.6249
C -2.874 4.018 0.240 0.6737
C -2.115 4.267 1.425 0.4361
C -1.970 3.979 -0.858 0.5651
C 0.388 4.456 1.994 -1.4445
H 1.276 4.870 1.493 0.4592
H 0.699 3.493 2.440 0.2163
H 0.120 5.114 2.833 0.3998
C -2.650 4.415 2.785 -1.4989
H -1.972 5.038 3.374 0.3919
H -2.743 3.455 3.313 0.2857
H -3.644 4.866 2.754 0.3656
C -4.335 3.817 0.151 -1.2067
H -4.855 4.403 0.921 0.3692
H -4.624 2.762 0.306 0.1809
H -4.706 4.103 -0.844 0.4063
C -2.354 3.743 -2.260 -1.5103
H -3.048 4.524 -2.611 0.4044
H -2.867 2.776 -2.408 0.3030
H -1.475 3.749 -2.922 0.4048
C 0.568 4.326 -1.173 -1.6932
H 0.695 5.355 -1.528 0.3348
H 0.523 3.681 -2.053 0.4061
H 1.452 4.074 -0.587 0.4010
C 2.887 -3.278 0.758 0.7738
C 3.675 -2.095 0.987 -0.8792
C 4.656 -1.576 0.039 -1.5757
C 4.093 -1.200 -1.397 -0.7634
C 2.599 -1.157 -1.490 0.8523
C 1.895 -2.351 -1.633 -0.8529
C 2.517 -3.672 -1.807 -1.5355
C 3.290 -4.045 -0.533 -1.1476
H 5.507 -2.260 -0.154 0.5034
H 4.524 -1.861 -2.167 0.3911
H 5.085 -0.668 0.491 0.4167
H 4.370 -3.862 -0.672 0.2014
H 3.027 -3.959 1.621 0.9390
H 4.017 -2.015 2.024 0.8319
H 3.133 -5.118 -0.358 0.4960
H 1.774 -4.440 -2.106 0.3529
H 0.830 -2.446 -1.821 -0.0493
H 3.214 -3.635 -2.641 0.5479
H 4.465 -0.188 -1.618 0.3866
H 2.238 -0.131 -1.816 0.7167
P 1.125 -2.839 1.041 0.5279
P -1.364 -1.948 -1.598 0.6537
C -0.213 -3.907 0.499 -1.2303
C -1.262 -3.644 -0.648 -1.0588
H -0.739 -3.976 1.478 0.6566
H 0.360 -4.831 0.315 0.6656
H -1.167 -4.502 -1.342 0.5391
H -2.222 -3.715 -0.089 0.4529
C -3.146 -1.726 -1.922 -1.2463
H -3.171 -0.832 -2.561 0.3665
H -3.667 -1.498 -0.991 0.3138
H -3.650 -2.547 -2.448 0.4323
C -0.899 -2.023 -3.422 -1.0712
H -1.116 -2.939 -4.010 0.3350
H 0.152 -1.756 -3.591 0.3305
H -1.475 -1.189 -3.866 0.4703
C 0.939 -2.523 2.816 -1.4193
H 1.338 -1.542 3.096 0.3576
H 1.412 -3.250 3.469 0.4919
H -0.135 -2.559 3.052 0.4995
C 2.325 -0.073 1.545 -2.0358
H 1.631 0.630 2.060 0.6071
H 3.015 0.436 0.891 0.5704
H 2.853 -0.654 2.352 0.6454
F -1.930 -1.705 1.676 -0.2639
C -1.672 -0.380 1.407 0.0038
F -0.920 0.096 2.456 -0.2811
C -3.007 0.327 1.307 0.5404
F -3.928 -0.215 2.153 -0.3019
F -2.784 1.616 1.679 -0.1970
F -3.550 0.423 0.038 -0.2372
```